C12H14O2 | ωB97M-V/def2-TZVPD

ORCA input file:
```
! RIJCOSX wB97M-V def2-TZVPD def2/J DEFGRID3
* xyz 0 1
C -0.716 3.104 -1.207
C -1.620 2.502 -2.000
C -0.203 1.975 -0.396
C -0.845 0.801 -0.825
C -0.965 -0.687 -0.697
C 1.106 1.853 0.406
C -0.727 -1.685 1.524
C 1.913 0.534 0.220
C 0.102 -0.521 1.810
C 1.132 -0.754 0.678
C -0.083 -1.573 0.077
C 0.049 -2.924 -0.664
O -1.968 -1.230 -1.141
O -1.721 1.167 -1.802
H -0.578 4.160 -1.027
H -2.218 2.977 -2.770
H 1.770 2.709 0.049
H 0.932 2.041 1.470
H -1.779 -1.589 1.322
H -0.275 -2.607 1.896
H 2.267 0.388 -0.795
H 2.755 0.513 0.883
H -0.564 0.188 1.388
H 0.258 -0.204 2.861
H 1.791 -1.528 1.244
H -1.044 -3.341 -0.870
H 0.583 -3.496 -0.027
H 0.646 -2.773 -1.605
*
```

Output
* M: 190.2 g/mol
* highest occupied orbital energy: -8.96 eV
* frontier orbital gap: 0.3444 Eh
* E_tot: -16762.565 eV
* ΔE to the lowest compared entry with this formula, charge and spin: 1.5845 eV



C5H6O | ωB97M-V/def2-TZVPD

ORCA input file:
```
! RIJCOSX wB97M-V def2-TZVPD def2/J DEFGRID3
* xyz 0 1
C 0.353 0.755 1.428
C 1.087 0.209 0.228
C 0.954 0.079 -1.063
O 1.113 -0.064 -2.216
H 1.037 1.496 1.841
H 0.149 0.035 2.233
H -0.583 1.277 1.197
H 2.165 0.424 0.120
C -1.381 -1.170 -1.503
C -1.795 -0.952 -0.395
H -0.920 -1.320 -2.455
H -2.179 -0.770 0.585
*
```

Output
* M: 82.1 g/mol
* structure (SMILES): CC=C=O.C#C
* highest occupied orbital energy: -8.85 eV
* frontier orbital gap: 0.3541 Eh
* E_tot: -7325.767 eV
* ΔE to the lowest compared entry with this formula, charge and spin: 3.5174 eV